Computed, not measured: a molecular structure, C6H11O5PS at a distorted geometry, with ωB97M-V/def2-TZVPD.

The value obtained for the energy relative to the best compared isomer or geometry (same formula, charge and spin) is 198.0 kJ/mol. For the LUMO energy, the calculation gives 0.39 eV. The calculation puts the total energy at -36760.69711 eV. The calculation puts the strongest force on any atom at 3.89 eV Å⁻¹. For the HOMO energy, the calculation gives -0.3751 Eh. Its charge is 0.

Geometry as XYZ:
```
24
C6H11O5PS, DFT ωB97M-V/def2-TZVPD
C 2.23 -0.84 0.62
C 2.27 0.18 0.01
C -1.46 2.96 -0.17
C 2.45 1.50 -0.55
C -3.19 -1.59 -0.69
C -0.51 0.32 2.09
O -1.51 4.15 -0.08
O -2.63 2.10 -0.38
O -0.49 2.14 0.00
O -3.25 -0.19 -0.66
O -1.64 0.10 1.29
P -1.92 0.69 -0.26
S -0.64 -0.03 -1.69
H 2.01 -1.71 1.23
H 3.50 1.94 -0.47
H 1.71 2.26 -0.10
H 2.26 1.40 -1.59
H -3.86 -1.83 -1.51
H -3.61 -2.09 0.21
H -2.06 -1.93 -0.86
H -0.62 1.06 2.87
H 0.48 0.71 1.58
H -0.39 -0.67 2.59
H 0.37 0.08 -0.79
```

Here are the Löwdin charges for atoms 1 to 4, given in e: 0.09, -0.28, -0.66, -0.11